No. 1
The following is a DFT calculation (ωB97M-V/def2-TZVPD) of one molecule with the formula C3H6OS2.

Summary:
Total charge: 0
Electronic energy in Eh: -989.4220
Molar mass in g mol⁻¹: 122.2
Energy above the lowest of the compared OMol25 structures with the same formula, charge and spin in kJ/mol: 279.6
HOMO in eV: -9.1
2S+1: 1
Frontier orbital gap in eV: 9.39

Each atom is followed by the atoms it is bonded to, with distances in Å.
CARTESIAN COORDINATES (ANGSTROEM)
1 S 3.34 -0.73 0.17  S2 1.943, H11 1.341
2 S 2.09 0.47 -0.71  S1 1.943, O3 1.850
3 O 0.79 0.53 0.61  S2 1.850, C4 1.324
4 C -0.32 -0.17 0.40  O3 1.324, C5 1.509, C6 1.571, H9 1.071
5 C -1.58 0.61 0.63  C4 1.509, C6 1.481, H10 1.062, H12 1.150
6 C -1.23 0.32 -0.78  C4 1.571, C5 1.481, H7 1.160, H8 1.073
7 H -1.66 -0.56 -1.40  C6 1.160
8 H -0.58 0.93 -1.38  C6 1.073
9 H -0.35 -1.22 0.62  C4 1.071
10 H -2.40 0.14 1.11  C5 1.062
11 H 3.17 -2.02 -0.17  S1 1.341
12 H -1.27 1.69 0.88  C5 1.150

Here are the Löwdin charges for atoms 1 to 2, given in e: atom 1 (S): 0.3294, atom 2 (S): 0.4816

No. 2
The following is a DFT calculation (ωB97M-V/def2-TZVPD) of one molecule with the formula C3H6OS2.

Summary:
Total charge: 0
Electronic energy in Eh: -989.3336
Molar mass in g mol⁻¹: 122.2
Energy above the lowest of the compared OMol25 structures with the same formula, charge and spin in kJ/mol: 511.9
HOMO (spin up / spin down) in eV: -8.0 / -8.3
2S+1: 1
Frontier orbital gap (spin up / spin down) in eV: 7.14 / 7.56

Each atom is followed by the atoms it is bonded to, with distances in Å.
CARTESIAN COORDINATES (ANGSTROEM)
1 S -3.06 1.31 -2.28  C6 1.760, H9 1.213
2 S -0.49 0.57 -0.66  C4 1.726, C6 2.005
3 O 1.82 -1.20 -0.35  C5 1.412, H10 1.040
4 C 0.46 0.45 0.77  S2 1.726, C5 1.555, H11 1.045
5 C 1.79 -0.35 0.78  O3 1.412, C4 1.555, H7 1.136, H12 1.182
6 C -2.43 0.24 -1.03  S1 1.760, S2 2.005, H8 1.159
7 H 2.60 0.44 0.66  C5 1.136
8 H -3.03 0.29 -0.04  C6 1.159
9 H -2.25 1.01 -3.13  S1 1.213
10 H 1.46 -0.71 -1.19  O3 1.040
11 H 0.00 0.88 1.60  C4 1.045
12 H 1.98 -1.00 1.75  C5 1.182

Here are the Löwdin charges for atoms 1 to 2, given in e: atom 1 (S): 0.6841, atom 2 (S): 0.7907